No. 1
Computed, not measured: a cluster of 2 separate species, C30H23O5S in total at a distorted geometry, with ωB97M-V/def2-TZVPD.

Geometry as XYZ:
```
59
Properties=species:S:1:pos:R:3:forces:R:3:lowdin_charge:R:1
C 3.005 4.382 2.819 -0.0106 -0.2604 0.0077 -0.11
C 4.143 3.708 3.277 -0.1633 -0.0781 0.0195 -0.10
C 4.105 2.328 3.481 -0.2452 0.0633 -0.1781 -0.06
C 2.930 1.623 3.206 0.0225 0.2171 -0.0782 -0.27
S 2.838 -0.143 3.574 0.4587 0.5305 -1.7879 0.63
C 3.188 -0.905 2.069 -0.0790 1.0115 0.2874 -0.26
C 3.331 -2.293 1.935 -0.0072 -0.6053 0.0607 -0.32
C 3.709 -2.880 0.678 -0.1425 -0.0786 0.5025 -0.09
C 3.833 -4.257 0.535 -0.1555 0.2472 0.4149 -0.15
C 3.585 -5.107 1.624 0.0218 -0.2801 -0.0065 -0.17
C 3.220 -4.565 2.868 0.1163 0.2800 -0.4059 -0.13
C 3.098 -3.194 3.030 0.0728 -0.1014 -0.2596 -0.07
O 3.892 -0.329 4.549 -0.0254 -0.4351 0.7491 -0.36
O 1.462 -0.341 3.982 -0.3002 -0.3156 0.6720 -0.36
C 1.790 2.292 2.760 0.2523 -0.0148 -0.0501 -0.07
C 1.832 3.669 2.553 0.1507 0.0075 0.0846 -0.09
H 3.031 5.461 2.678 0.0120 -0.1791 -0.0092 0.09
H 5.065 4.251 3.493 -0.2797 -0.0669 -0.0665 0.09
H 4.973 1.799 3.869 -0.2124 0.0104 -0.1110 0.11
H 3.353 -0.214 1.246 -0.0184 -0.1182 0.2182 0.06
H 3.899 -2.207 -0.159 -0.0168 -0.1935 0.1178 0.09
H 4.127 -4.678 -0.430 -0.0834 0.0984 0.2435 0.08
H 3.677 -6.186 1.508 -0.0025 0.1853 0.0004 0.07
H 3.031 -5.228 3.718 0.0605 0.2006 -0.2751 0.09
H 2.817 -2.783 4.003 0.0813 -0.1523 -0.3150 0.09
H 0.875 1.733 2.579 0.2113 0.0683 0.0250 0.10
H 0.937 4.170 2.183 0.2615 -0.0529 0.0940 0.09
C -3.028 -3.801 -6.009 0.3242 0.0628 0.6941 -0.07
O -2.379 -4.049 -4.743 -0.1555 0.1481 -0.4005 -0.09
C -1.997 -2.993 -3.978 0.0960 0.8628 0.4721 -0.26
C -2.206 -1.640 -4.354 0.0967 -1.0449 -0.1029 -0.01
C -1.814 -0.630 -3.500 0.1656 0.0968 0.8579 -0.03
C -1.253 -0.904 -2.228 -0.0678 -0.9778 -1.0886 -0.21
C -1.000 0.138 -1.263 -0.3316 0.7227 0.3203 0.08
C -1.842 1.181 -1.031 0.3636 -0.6719 -0.2792 -0.06
C -1.509 2.327 -0.134 1.0642 -0.1826 0.5575 -0.28
O -0.444 2.538 0.438 -1.4548 -0.1490 -0.7816 0.11
C -2.745 3.159 -0.072 -0.7174 0.2920 -0.0492 -0.09
C -3.758 2.567 -0.842 0.0101 0.3871 0.5012 -0.10
C -5.026 3.129 -0.928 0.0383 0.1049 0.0472 0.00
C -5.274 4.317 -0.236 0.3535 -0.0177 0.0969 -0.07
C -4.260 4.916 0.542 -0.0639 -0.2845 -0.2219 -0.06
C -2.990 4.335 0.633 -0.0505 -0.0040 -0.1062 0.00
C -3.277 1.295 -1.452 -0.1151 -0.4175 -0.6009 -0.28
O -3.967 0.524 -2.108 0.6036 0.8479 0.7023 0.09
C -0.958 -2.256 -1.915 -0.1941 0.7258 0.0942 -0.01
C -1.355 -3.284 -2.744 -0.3963 -0.0368 -0.9945 0.00
H -3.200 -4.791 -6.424 -0.0212 0.0984 -0.0300 0.09
H -3.984 -3.280 -5.868 0.1970 -0.0991 0.0025 0.09
H -2.385 -3.217 -6.682 -0.0924 -0.1287 0.1704 0.09
H -2.695 -1.402 -5.303 0.2998 -0.0354 0.3693 0.10
H -1.942 0.407 -3.810 -0.0814 -0.2497 0.1672 0.12
H -0.100 0.071 -0.651 -0.0202 0.0847 -0.0544 0.14
H -5.786 2.633 -1.531 0.1288 0.1728 0.1779 0.12
H -6.260 4.783 -0.296 0.3174 -0.1201 0.0486 0.10
H -4.475 5.843 1.079 0.0717 -0.2989 -0.1531 0.10
H -2.194 4.774 1.233 -0.2403 -0.0525 -0.1144 0.12
H -0.452 -2.469 -0.972 -0.1382 -0.0560 -0.1961 0.13
H -1.191 -4.327 -2.479 0.0306 0.2325 -0.0606 0.12
```
Positions in Å, forces in eV/Å.

* energy: -1931.36865 Eh
* total charge: -1

No. 2
Computed, not measured: a structure of composition C30H24BI2N11PbSe at a distorted geometry, with ωB97M-V/def2-TZVPD.

Geometry as XYZ:
```
70
Properties=species:S:1:pos:R:3:forces:R:3:lowdin_spin:R:1
Pb -0.392 0.362 -0.721 0.4833 -0.4467 0.8277 0.14
C -2.250 -2.683 2.296 -0.0067 0.0367 -0.1411 0.00
C -1.947 -2.250 1.007 -0.0364 -0.0399 0.1635 0.00
N -1.210 -1.145 1.055 0.1912 0.2109 -0.3346 0.07
N -1.025 -0.841 2.354 0.0684 -0.2231 0.2629 0.00
C -1.653 -1.755 3.119 -0.0294 -0.1364 -0.0609 0.00
B -0.501 0.531 2.853 0.0718 -0.0993 -0.3103 0.00
N -1.541 1.556 2.321 -0.2223 0.2283 0.3966 0.00
C -2.460 2.304 2.953 -0.0329 0.0686 -0.0597 0.00
C -3.174 3.018 2.014 -0.0173 0.0004 -0.0178 0.00
C -2.623 2.628 0.796 -0.0479 -0.0265 0.2278 0.00
N -1.644 1.746 0.986 0.0181 0.0707 -0.2125 0.04
N 0.869 0.995 2.299 0.1816 -0.0660 0.2542 0.00
C 1.818 1.600 3.039 0.1743 0.0790 -0.0491 0.00
C 2.805 2.061 2.197 -0.0564 0.0020 -0.0857 0.00
C 2.371 1.696 0.925 0.0369 0.0208 0.1106 0.00
N 1.207 1.054 0.997 -0.0442 -0.1096 -0.0365 0.00
N -0.296 0.382 4.353 -0.1440 0.0049 0.2709 0.00
C -0.701 1.019 5.480 -0.0641 0.1386 0.0259 0.00
C -0.092 0.424 6.555 0.0159 0.0194 0.0721 0.00
C 0.699 -0.591 5.991 -0.1901 0.1500 -0.1360 0.00
N 0.573 -0.611 4.678 -0.0806 0.1030 0.2479 0.00
H -2.820 -3.551 2.575 -0.0128 -0.0039 0.0640 0.00
H -2.237 -2.681 0.068 0.0219 -0.0124 -0.0499 0.00
H -1.638 -1.710 4.192 0.0615 0.0875 0.0229 0.00
H -2.566 2.288 4.021 -0.0105 -0.0112 -0.0264 0.00
H -3.968 3.721 2.188 -0.0353 0.0015 0.0090 0.00
H -2.897 2.945 -0.194 0.0357 0.0289 -0.0483 0.00
H 1.755 1.679 4.110 -0.0953 -0.0902 0.0229 0.00
H 3.703 2.589 2.459 0.0244 0.0016 0.0371 0.00
H 2.842 1.882 -0.022 0.0058 -0.0214 -0.0453 0.00
H -1.373 1.858 5.462 0.0290 -0.0037 0.0162 0.00
H -0.196 0.676 7.595 -0.0343 0.0596 0.0094 0.00
H 1.342 -1.303 6.482 0.0313 -0.0211 0.0115 0.00
I -1.738 2.258 -2.808 -0.0423 0.7672 -0.7708 0.01
C 0.110 3.011 -3.550 -0.4586 -0.1877 0.1858 0.02
C 0.042 4.104 -4.363 -0.1228 -0.1546 0.0937 -0.01
C 1.225 4.642 -4.898 0.1576 0.0025 -0.0098 0.00
C 2.428 4.077 -4.592 -0.0353 0.1320 -0.0205 0.00
C 2.516 2.953 -3.741 -0.2273 -0.1987 0.2067 0.02
C 3.768 2.381 -3.415 0.1188 -0.0362 -0.0184 -0.02
C 3.860 1.256 -2.651 -0.0106 0.0955 -0.0937 0.03
C 2.687 0.665 -2.126 -0.1520 -0.2640 0.0994 0.05
C 1.489 1.247 -2.373 0.2072 0.0763 -0.2554 0.51
C 1.321 2.374 -3.196 0.0700 0.2640 -0.1263 0.07
H -0.914 4.548 -4.603 0.0027 0.0230 -0.0109 0.00
H 1.165 5.504 -5.547 0.0244 0.0081 -0.0167 0.00
H 3.347 4.481 -4.997 -0.0010 0.0241 -0.0098 0.00
H 4.659 2.866 -3.792 0.0224 -0.0643 -0.0540 0.00
H 4.819 0.810 -2.426 0.0197 0.0085 -0.0025 0.00
H 2.782 -0.221 -1.511 -0.0561 -0.0670 0.1011 0.01
I 3.651 -3.635 -1.185 0.0225 -0.0509 0.1563 0.00
N -2.947 -2.567 -3.578 -0.0977 -0.0226 -0.0447 0.00
C -2.502 -1.429 -3.003 0.0884 -0.0841 0.0150 0.00
N -1.510 -1.627 -2.172 -0.2019 0.0188 -0.0369 0.03
C -1.289 -3.001 -2.183 -0.2740 -0.2923 -0.3004 0.00
C -0.406 -3.792 -1.450 0.0159 0.0987 -0.0476 0.00
C -0.450 -5.155 -1.654 0.1249 -0.0048 0.1688 0.00
C -1.348 -5.742 -2.556 -0.0736 0.0304 -0.1137 0.00
C -2.241 -4.979 -3.279 -0.0113 0.0006 -0.0420 0.00
C -2.197 -3.607 -3.068 0.2957 0.0612 0.1940 0.00
H -3.691 -2.645 -4.251 -0.0127 0.0698 0.0103 0.00
H -2.944 -0.471 -3.219 -0.0072 0.0278 -0.0880 0.00
H 0.260 -3.342 -0.727 0.1127 -0.0328 0.0119 0.00
H 0.214 -5.794 -1.088 0.0340 -0.0031 -0.0119 0.00
H -1.341 -6.816 -2.684 -0.0071 -0.0202 0.0145 0.00
H -2.945 -5.421 -3.972 0.0067 -0.0580 0.0084 0.00
Se 2.068 -2.111 2.862 0.0419 -0.2784 0.2785 0.00
C 2.528 -2.378 1.253 0.3871 -0.0341 -0.9981 0.00
N 2.743 -2.337 0.059 -0.2515 0.1443 0.0886 0.00
```
Positions in Å, forces in eV/Å.

* energy: -4974.27267 Eh
* energy relative to the best compared isomer or geometry (same formula, charge and spin): 36.77 kcal/mol
* spin multiplicity: 2
* total charge: +1

No. 3
Computed, not measured: a structure of composition C30H24Cl5CoF3S3Sb, with ωB97M-V/def2-TZVPD.

Geometry as XYZ:
```
67
Properties=species:S:1:pos:R:3:forces:R:3:lowdin_spin:R:1
Co -1.167 -0.900 -0.756 -0.2619 -0.1380 0.0483 1.04
C -2.646 -1.680 2.215 0.0028 -0.0028 -0.0366 0.00
C -1.356 -2.477 2.083 -0.0037 0.0442 -0.0082 0.00
S -0.886 -2.884 0.383 0.1551 0.0455 0.0843 0.00
C -2.244 -3.947 -0.202 -0.0238 0.0342 0.0171 0.00
C -2.637 -3.555 -1.617 0.0604 0.0448 0.0270 0.00
S -2.989 -1.778 -1.789 0.0419 -0.1133 -0.1443 -0.01
C -4.410 -1.636 -0.647 0.0546 -0.0923 0.0478 0.00
C -4.332 -0.481 0.337 0.0387 0.0899 -0.0489 0.00
S -2.719 -0.219 1.123 -0.0912 -0.0609 -0.0778 0.03
H -2.745 -1.338 3.245 0.0087 0.0021 0.0036 0.00
H -3.513 -2.304 1.999 -0.0048 0.0076 0.0005 0.00
H -1.404 -3.395 2.669 -0.0172 -0.0080 -0.0036 0.00
H -0.507 -1.898 2.454 0.0020 -0.0064 0.0076 0.00
H -3.080 -3.856 0.490 0.0122 -0.0128 0.0049 0.00
H -1.908 -4.982 -0.174 0.0248 0.0027 -0.0127 0.00
H -3.495 -4.129 -1.965 -0.0263 0.0097 0.0251 0.00
H -1.815 -3.738 -2.311 -0.0107 0.0100 -0.0160 0.00
H -4.496 -2.585 -0.121 -0.0085 0.0050 -0.0097 0.00
H -5.299 -1.532 -1.269 -0.0117 0.0284 0.0096 0.00
H -5.086 -0.613 1.114 0.0219 -0.0009 0.0246 0.00
H -4.545 0.460 -0.161 0.0036 0.0071 -0.0020 0.00
Cl -2.982 2.078 -1.440 -0.0405 0.0492 0.0390 0.00
C -1.714 1.564 -2.513 0.0589 0.1090 0.1382 -0.01
C -1.024 0.404 -2.211 0.1810 0.0375 0.0780 -0.04
C 0.011 0.093 -3.082 -0.0339 -0.1494 -0.0545 0.00
Cl 0.880 -1.399 -2.760 -0.0914 0.0208 -0.0194 0.03
C 0.415 0.887 -4.143 -0.0579 0.1069 -0.0436 0.00
Cl 1.755 0.454 -5.119 0.0158 -0.0140 0.0079 0.00
C -0.288 2.069 -4.387 0.0331 -0.0703 0.0494 0.00
Cl 0.201 3.113 -5.653 0.0029 0.0163 -0.0283 0.00
C -1.372 2.399 -3.576 0.0288 0.0094 -0.0185 0.00
Cl -2.225 3.862 -3.854 -0.0093 -0.0027 0.0024 0.00
F 2.597 5.131 -3.141 0.0026 0.0016 -0.0046 0.00
C 2.246 4.096 -2.369 -0.0184 -0.0254 0.0213 0.00
C 3.101 3.017 -2.269 0.0004 0.0089 -0.0022 0.00
C 2.727 1.947 -1.469 -0.0095 -0.0480 -0.0551 0.00
C 1.514 1.963 -0.788 -0.0234 -0.0684 0.0548 0.00
C 0.669 3.064 -0.918 0.0106 0.0084 0.0236 0.00
C 1.034 4.145 -1.704 0.0055 0.0229 -0.0216 0.00
Sb 0.858 0.258 0.279 0.0144 0.0875 -0.0106 -0.02
C 0.536 0.952 2.265 0.0096 -0.0636 -0.0933 -0.01
C -0.399 1.954 2.518 -0.0096 0.0346 -0.0406 0.00
C -0.661 2.371 3.813 0.0003 0.0011 0.0277 0.00
C 0.017 1.758 4.852 0.0056 -0.0098 -0.0226 0.00
F -0.237 2.149 6.107 -0.0001 0.0017 0.0006 0.00
C 0.943 0.756 4.640 -0.0092 0.0096 0.0147 0.00
C 1.200 0.357 3.336 -0.0010 -0.0259 -0.0040 0.00
C 2.666 -0.797 0.553 -0.0735 0.0334 0.0015 0.00
C 2.767 -2.143 0.213 0.0000 0.0157 -0.0026 0.00
C 3.955 -2.834 0.402 0.0257 -0.0085 0.0047 0.00
C 5.034 -2.152 0.931 -0.0245 0.0039 -0.0054 0.00
F 6.184 -2.809 1.113 0.0019 -0.0013 0.0008 0.00
C 4.969 -0.814 1.278 0.0063 0.0020 0.0056 0.00
C 3.774 -0.140 1.087 0.0136 0.0027 0.0016 0.00
H 4.035 3.020 -2.814 0.0000 0.0003 0.0032 0.00
H 3.389 1.091 -1.397 0.0028 0.0040 0.0015 0.00
H -0.294 3.089 -0.421 0.0069 0.0115 -0.0027 0.00
H 0.392 5.008 -1.820 0.0021 -0.0050 0.0046 0.00
H -0.939 2.426 1.706 -0.0051 -0.0099 0.0083 0.00
H -1.376 3.154 4.026 0.0000 0.0004 0.0016 0.00
H 1.455 0.311 5.483 -0.0023 0.0019 0.0010 0.00
H 1.936 -0.420 3.163 -0.0028 0.0067 0.0040 0.00
H 1.918 -2.668 -0.208 0.0147 -0.0035 -0.0042 0.00
H 4.056 -3.879 0.144 0.0010 0.0004 0.0000 0.00
H 5.842 -0.323 1.687 -0.0004 0.0002 -0.0002 0.00
H 3.713 0.908 1.359 0.0013 0.0014 -0.0026 0.00
```
Positions in Å, forces in eV/Å.

* energy: -6575.53130 Eh
* energy relative to the best compared isomer or geometry (same formula, charge and spin): 6.45 kcal/mol
* spin multiplicity: 2
* total charge: +1

No. 4
Computed, not measured: a structure of composition C30H24F4IN6O3SiTi, with ωB97M-V/def2-TZVPD.

Geometry as XYZ:
```
70
Properties=species:S:1:pos:R:3:forces:R:3:lowdin_charge:R:1
Ti -0.274 -0.608 -0.210 -0.1500 -0.4861 0.0809 0.84
C 0.454 -3.415 -3.349 -0.0051 -0.0419 0.0475 0.00
C -0.177 -2.140 -3.809 0.0053 0.0059 -0.0874 -0.25
N -0.772 -2.109 -4.983 -0.0246 0.0178 0.0180 0.14
C -1.339 -0.972 -5.412 0.0102 0.0911 0.0300 -0.07
C -1.365 0.200 -4.689 -0.0075 -0.1343 -0.0408 -0.13
C -2.065 1.415 -5.242 -0.0443 -0.0037 0.0014 -0.19
O -1.226 2.564 -5.303 0.0124 0.0230 0.0016 -0.06
C -0.752 0.183 -3.417 -0.1536 0.1974 -0.0419 -0.07
C -0.700 1.381 -2.601 0.0716 -0.1043 -0.0727 0.00
N -0.425 1.382 -1.341 -0.1932 0.2759 0.0838 -0.01
C -0.273 2.652 -0.728 0.0235 -0.0669 -0.0356 -0.31
C -1.207 3.672 -0.881 0.0125 0.0661 0.0269 0.02
C -0.994 4.921 -0.314 0.0203 -0.1182 -0.0596 0.02
C 0.171 5.129 0.396 0.0980 0.0850 0.1873 -0.20
C 1.113 4.129 0.588 -0.1169 -0.0923 -0.0965 -0.07
C 0.872 2.880 0.038 -0.0298 0.1816 0.0313 -0.61
I 2.217 1.331 0.348 0.2014 -0.0349 0.0215 1.17
C -0.140 -0.991 -2.987 0.3153 0.1065 0.1267 -0.26
O 0.502 -1.052 -1.815 -0.2058 -0.2718 -0.6619 -0.20
H 0.042 -4.244 -3.918 0.0143 0.0076 -0.0064 0.09
H 0.291 -3.573 -2.282 -0.0095 0.0003 -0.0166 0.07
H 1.534 -3.388 -3.508 0.0296 0.0180 0.0083 0.10
H -1.803 -1.017 -6.390 -0.0260 -0.0001 -0.0341 0.12
H -2.908 1.700 -4.609 0.0295 -0.0158 0.0085 0.13
H -2.473 1.175 -6.226 -0.0063 0.0007 0.0205 0.12
H -0.592 2.444 -6.018 0.0318 0.0102 -0.0121 0.10
H -0.856 2.327 -3.118 0.0433 -0.0220 -0.0127 0.14
H -2.108 3.488 -1.450 -0.0143 -0.0098 -0.0081 0.13
H -1.720 5.713 -0.441 -0.0146 0.0312 0.0025 0.13
H 1.349 6.748 1.081 -0.0453 0.0824 -0.0811 0.18
H 1.998 4.307 1.183 0.0212 0.0124 0.0228 0.12
C 1.364 -4.601 1.052 0.0305 0.0338 -0.0391 -0.15
Si -0.149 -3.593 1.421 0.0907 0.3209 -0.0614 0.38
C -0.339 -3.218 3.232 -0.0036 0.0629 -0.0018 -0.15
C -1.674 -4.368 0.702 -0.0067 0.0158 -0.0348 -0.15
O 0.060 -2.085 0.651 -0.0296 -0.4166 0.3111 -0.40
H 1.407 -5.482 1.694 -0.0184 -0.0534 0.0273 0.04
H 2.278 -4.028 1.217 0.0232 0.0226 0.0258 0.04
H 1.365 -4.946 0.017 0.0143 0.0073 -0.0368 0.03
H -0.162 -4.100 3.847 -0.0060 -0.0612 0.0090 0.04
H -1.344 -2.858 3.455 -0.0203 0.0342 0.0040 0.03
H 0.373 -2.450 3.541 0.0287 -0.0053 0.0170 0.04
H -1.804 -5.373 1.106 -0.0046 -0.0439 0.0187 0.04
H -1.600 -4.458 -0.384 0.0032 -0.0046 -0.0207 0.03
H -2.575 -3.802 0.937 -0.0110 0.0200 0.0108 0.03
F -4.595 3.094 3.722 -0.0270 -0.0206 0.0122 0.15
C -3.348 3.538 3.647 0.0345 0.0944 -0.0085 -0.14
C -3.140 4.881 3.458 -0.0062 -0.1283 0.0404 -0.13
F -4.193 5.670 3.339 -0.0229 0.0217 0.0231 0.15
C -1.846 5.410 3.217 -0.0615 0.1291 -0.0562 -0.03
C -0.776 4.503 3.437 0.0402 -0.0796 -0.0262 -0.15
C -0.983 3.172 3.571 0.0168 0.1010 -0.0172 -0.15
F 0.074 2.373 3.723 0.0053 -0.0353 -0.0343 0.12
C -2.288 2.612 3.547 -0.1160 -0.0295 -0.0209 -0.02
C -2.454 1.223 3.316 0.0938 0.1285 0.0043 -0.15
C -1.542 0.690 2.408 0.1255 0.1404 -0.1277 -0.09
N -0.817 0.404 1.550 -0.3125 0.1078 0.4855 0.11
C -3.605 0.459 3.642 0.0578 0.0503 -0.0220 -0.19
N -4.509 -0.198 3.910 -0.1243 -0.0997 0.0241 0.18
F 0.478 4.960 3.480 -0.0042 0.0942 -0.0462 0.13
C -1.656 6.563 2.407 -0.0540 -0.2980 -0.1121 -0.11
C -0.435 6.900 1.908 0.2570 0.0840 0.2970 0.10
N 0.399 6.385 1.105 -0.1139 -0.0571 -0.0807 0.15
C -2.731 7.412 1.974 0.1452 -0.0527 0.1040 -0.14
N -3.528 8.128 1.567 -0.1309 0.0838 -0.1021 0.24
C -2.291 -0.943 -0.599 0.1325 0.0357 -0.0046 -0.15
H -2.408 -1.593 -1.469 0.0308 -0.0033 0.0047 0.03
H -2.806 0.004 -0.782 0.0445 -0.0340 -0.0071 0.02
H -2.740 -1.434 0.266 0.0056 0.0241 -0.0106 0.01
```
Positions in Å, forces in eV/Å.

* energy: -3547.76318 Eh
* total charge: +1